# 1
136
Properties=species:S:1:pos:R:3:forces:R:3:lowdin_charge:R:1 method="wB97M-V/def2-TZVPD" charge=0 fmax_ha_per_bohr=0.0457 smiles="CCOC(=O)C(F)(F)F.CCOC(=O)C(F)(F)F.CCOC(=O)C(F)(F)F.CCOC(=O)C(F)(F)F.CCOC(=O)C(F)(F)F.CCOC(=O)C(F)(F)F.COCCOCCOC.COCCOCCOC.CC#N" de_lowest_kj_mol=187.0
C -3.4866 6.2559 -3.3227 0.23 -0.41 0.99 -0.049
C -3.6540 4.7831 -3.6539 -0.21 0.53 -1.36 -0.192
O -2.9625 3.8148 -2.8539 -0.13 -0.12 1.02 0.048
C -1.6406 3.8590 -2.8801 -0.61 0.57 -0.24 -0.413
O -0.9958 4.5454 -3.6152 0.56 0.21 0.23 0.153
C -0.9943 2.8963 -1.8649 0.10 0.33 -0.19 -0.519
F -1.7697 1.8337 -1.6527 0.00 0.25 0.55 0.172
F 0.1671 2.4775 -2.3377 0.22 -0.14 -0.01 0.199
F -0.7681 3.5243 -0.6993 -0.25 -0.16 -0.12 0.176
H -2.4711 6.6032 -3.5001 -0.22 0.22 -0.59 0.077
H -3.6563 6.4908 -2.2706 -0.24 -0.33 0.12 0.070
H -4.2911 6.7490 -3.8664 0.44 0.38 -0.28 0.087
H -3.3349 4.6287 -4.6880 0.15 0.00 0.02 0.121
H -4.7196 4.5628 -3.6718 0.14 -0.57 0.61 0.128
C 3.7031 -2.0881 5.1982 1.00 0.38 -0.37 -0.038
C 4.6299 -1.7388 4.0362 -0.77 0.17 -0.28 -0.208
O 5.9576 -2.2678 4.1784 0.38 -0.50 0.83 0.032
C 6.7943 -1.5916 4.9687 0.21 0.43 -1.47 -0.391
O 6.6937 -0.4374 5.2574 -0.17 0.11 0.75 0.159
C 8.1292 -2.3458 5.2226 0.08 -0.41 -0.16 -0.535
F 8.4060 -2.4539 6.5217 -0.23 0.13 0.04 0.171
F 8.1005 -3.5756 4.7013 0.11 0.15 0.04 0.164
F 9.1416 -1.6653 4.6527 -0.40 -0.13 0.03 0.157
H 2.7871 -1.5707 4.9152 -0.32 -0.31 0.51 0.081
H 4.1240 -1.7068 6.1294 -0.26 0.25 0.03 0.080
H 3.5908 -3.1624 5.3281 -0.27 -0.01 -0.27 0.084
H 4.6566 -0.6607 3.8717 0.26 0.03 0.26 0.122
H 4.2137 -2.1512 3.1187 0.34 -0.30 0.04 0.101
C -1.6532 2.1403 -5.5729 -0.80 -1.13 -0.04 -0.033
C -1.5598 0.7741 -4.8868 1.14 -0.22 0.05 -0.169
O -2.6854 0.6340 -3.9978 -1.30 0.19 0.17 0.044
C -2.5770 -0.1395 -2.9407 1.61 0.37 -0.26 -0.406
O -1.5625 -0.7075 -2.6319 -0.54 -0.55 0.06 0.131
C -3.8036 -0.2358 -2.0130 -1.74 -0.82 -0.88 -0.495
F -4.8453 0.5900 -2.2881 1.29 0.10 0.39 0.152
F -4.3389 -1.4769 -2.2067 0.62 0.30 0.37 0.139
F -3.4284 -0.1242 -0.7434 -0.43 0.15 -0.36 0.168
H -2.6673 2.1403 -5.9767 0.05 0.38 -0.33 0.092
H -0.9314 2.1796 -6.3862 -0.07 0.05 -0.02 0.078
H -1.5441 3.0148 -4.9352 0.19 -0.49 -0.20 0.040
H -0.6247 0.5561 -4.3660 -0.06 0.57 0.42 0.097
H -1.5714 -0.0708 -5.5785 -0.52 0.26 -0.38 0.127
C -0.8044 -0.3494 0.4791 0.23 0.17 0.73 -0.029
C 0.3787 0.4473 1.0041 -1.51 -0.68 1.36 -0.185
O 1.5778 -0.0803 0.4806 1.28 0.98 -1.54 0.064
C 2.2025 -1.0965 1.0116 -0.84 0.08 1.90 -0.391
O 1.8714 -1.6717 2.0181 0.10 -0.17 -0.12 0.144
C 3.4893 -1.4829 0.2833 -0.25 0.90 -0.71 -0.553
F 3.3339 -1.1287 -0.9964 0.40 -0.52 -0.40 0.162
F 4.5581 -0.8225 0.7442 -0.24 -0.40 0.25 0.152
F 3.7061 -2.7845 0.3927 0.09 -0.09 -0.14 0.188
H -1.6576 0.1004 0.9890 -0.28 -0.18 -0.41 0.059
H -0.7566 -1.3935 0.7930 0.07 0.08 0.08 0.065
H -0.8933 -0.3148 -0.6045 0.00 0.17 0.21 0.053
H 0.4077 0.4484 2.0980 0.12 -0.66 0.01 0.119
H 0.1757 1.5046 0.8360 1.08 0.02 -1.05 0.100
C -0.2858 -3.8601 -1.4121 0.29 0.08 -0.47 -0.045
C -0.9571 -4.1010 -0.0634 0.30 0.88 -0.76 -0.173
O -0.7659 -5.4874 0.2885 0.62 0.17 0.00 0.029
C -1.6282 -6.3214 -0.2539 -1.86 -0.01 0.84 -0.401
O -2.7195 -6.0539 -0.6804 0.41 0.17 -0.56 0.167
C -1.2817 -7.8028 -0.0668 1.66 0.23 0.41 -0.554
F -1.1339 -8.3962 -1.2504 -0.49 -0.17 -0.04 0.177
F -0.1033 -7.9152 0.5711 0.14 -0.16 0.07 0.147
F -2.1779 -8.4311 0.6819 -0.37 -0.01 -0.38 0.186
H 0.0946 -2.8479 -1.5626 -0.67 0.31 0.26 0.057
H -0.9341 -4.1149 -2.2496 0.02 0.01 0.00 0.083
H 0.6491 -4.4157 -1.5200 -0.22 -0.49 0.29 0.094
H -2.0175 -3.8600 -0.0448 -0.06 -0.15 -0.26 0.127
H -0.4918 -3.4111 0.6392 0.25 -0.87 0.64 0.092
C -0.9576 2.8759 2.7936 0.29 -0.38 -0.04 -0.050
C -1.7338 3.8281 3.6749 0.92 -0.04 0.67 -0.182
O -2.8534 4.3351 2.9395 -1.07 0.17 0.62 0.036
C -2.6762 5.4539 2.2495 0.55 -1.38 -0.73 -0.400
O -1.6298 5.9647 1.9979 0.14 0.58 0.27 0.180
C -3.9863 5.9443 1.6113 0.72 1.57 -0.02 -0.551
F -4.4504 6.9454 2.3777 -0.50 -0.21 0.43 0.159
F -3.7062 6.5348 0.4345 -0.13 -0.67 -0.13 0.148
F -4.9071 5.0242 1.4508 -0.29 -0.26 -0.08 0.200
H -1.5708 2.0187 2.5081 -0.38 0.28 -0.11 0.062
H -0.1268 2.3741 3.2932 0.12 0.51 0.31 0.090
H -0.5819 3.3598 1.8941 0.00 0.10 0.04 0.071
H -1.1936 4.6793 4.0949 0.47 0.03 -0.68 0.129
H -2.0371 3.3288 4.5966 -0.89 -0.25 -0.45 0.123
C 0.3895 -2.5900 -4.7533 0.12 0.02 -0.71 -0.101
O 1.6208 -3.0337 -5.3021 -0.23 -0.92 0.42 -0.179
C 2.6811 -2.0910 -5.2753 -1.54 0.08 -0.26 -0.169
C 2.5567 -1.1173 -4.1071 1.50 0.42 -0.13 -0.205
O 1.8126 0.0741 -4.3211 0.14 -0.69 -1.53 -0.158
C 2.6010 1.2547 -4.5133 -0.87 0.69 2.07 -0.149
C 1.7580 2.2599 -5.2888 -1.19 0.08 -0.46 -0.222
O 2.3161 3.5426 -5.3816 0.87 0.18 0.12 -0.171
C 1.5614 4.5133 -6.1080 0.39 -1.00 -0.39 -0.079
H -0.0104 -1.7868 -5.3766 -0.07 0.28 0.18 0.080
H 0.4863 -2.2610 -3.7207 -0.22 0.05 -0.10 0.050
H -0.3310 -3.4033 -4.8042 0.21 -0.24 0.03 0.095
H 2.6527 -1.5997 -6.2553 0.18 0.61 0.20 0.130
H 3.6234 -2.6385 -5.2516 -0.09 -0.15 0.34 0.123
H 3.6166 -0.9095 -3.9198 -0.12 0.58 0.47 0.122
H 2.1555 -1.5535 -3.1951 0.18 -0.37 -0.16 0.109
H 3.6172 1.1269 -4.8864 -0.19 -0.33 -0.44 0.132
H 2.6624 1.5490 -3.4580 0.71 0.94 -0.27 0.132
H 0.7674 2.4272 -4.8445 0.21 -0.63 0.45 0.084
H 1.5196 1.8101 -6.2649 0.34 0.11 -0.29 0.130
H 1.6187 5.4633 -5.5877 -0.15 0.00 0.09 0.090
H 0.5343 4.1848 -6.2800 -0.16 0.16 0.42 0.072
H 1.9965 4.6075 -7.1053 0.12 0.19 -0.05 0.085
C -0.4575 -5.4468 3.5862 -0.26 0.62 0.00 -0.088
O -1.4993 -4.5561 3.9594 -0.01 0.05 0.37 -0.199
C -1.1935 -3.1725 4.0810 -1.46 -0.57 -0.58 -0.167
C -2.5659 -2.4685 4.0996 0.45 0.15 -0.12 -0.176
O -2.3110 -1.0943 3.8215 0.09 0.37 -0.51 -0.137
C -3.3574 -0.4968 3.0679 -0.44 -0.12 1.14 -0.193
C -4.5031 -0.1208 3.9940 -0.29 -0.25 -0.12 -0.216
O -4.0535 0.9440 4.8139 -0.03 0.79 -0.28 -0.189
C -5.1490 1.6375 5.4074 -0.37 -1.31 -0.35 -0.094
H 0.2586 -4.9629 2.9155 -0.03 0.00 -0.10 0.082
H -0.9691 -6.2465 3.0556 0.31 -0.23 0.08 0.081
H 0.0900 -5.8175 4.4548 -0.05 -0.11 0.07 0.086
H -0.7356 -2.8510 3.1433 0.55 0.26 0.23 0.107
H -0.6162 -2.9263 4.9714 0.29 -0.03 -0.06 0.130
H -3.1431 -2.5907 5.0189 0.36 0.03 0.32 0.125
H -3.2017 -2.9248 3.3348 0.21 0.02 -0.30 0.124
H -3.6035 -1.1846 2.2561 -0.50 0.15 -0.06 0.124
H -3.1404 0.4915 2.6566 1.03 -0.26 -0.10 0.105
H -4.8500 -0.9362 4.6361 0.05 -0.20 -0.06 0.125
H -5.3494 0.1679 3.3579 -0.10 0.26 0.10 0.127
H -4.8547 2.4931 6.0064 0.43 -0.11 -0.06 0.086
H -5.6647 0.8883 6.0176 -0.24 0.36 0.38 0.087
H -5.8619 1.9461 4.6372 0.06 0.25 -0.05 0.085
C 7.1281 1.1223 2.2113 -0.11 -0.60 -0.58 -0.056
C 6.0560 1.5471 1.2960 0.22 0.28 0.61 -0.277
N 5.1561 1.9092 0.6829 0.14 0.02 -0.13 0.134
H 6.9960 0.0586 2.4157 -0.17 0.05 0.19 0.065
H 7.0999 1.6773 3.1443 0.00 0.06 -0.05 0.086
H 8.1064 1.1769 1.7364 -0.03 0.38 0.00 0.083

# 2
107
Properties=species:S:1:pos:R:3:forces:R:3:lowdin_charge:R:1 method="wB97M-V/def2-TZVPD" charge=0 fmax_ha_per_bohr=0.0600 smiles=CCCNc1cc(P(C)C)cc2c1Nc1c(OCC)cc(Cc3ccccc3)cc1S2.CCOCC.CCOCC.CCOCC e_tot_ev=-71684.786
C 7.7823 -0.6201 2.5087 -0.29 0.03 0.86 -0.120
C 6.4387 -1.2229 3.1069 -0.34 0.62 -1.49 -0.220
C 5.4074 -1.3781 1.8926 0.75 -0.94 1.31 -0.227
N 4.4864 -0.2059 1.7831 0.20 -0.83 -1.48 -0.014
C 4.1836 -0.0583 0.3643 -0.68 0.84 -1.78 -0.188
C 5.0895 0.8046 -0.4164 -1.81 -1.05 -1.24 -0.026
C 4.8965 1.0066 -1.8469 -1.11 -0.62 0.61 -0.388
P 5.9766 2.1221 -2.9249 0.12 -0.06 0.19 0.864
C 7.1713 2.9062 -1.6712 -1.13 0.30 -0.03 -0.321
C 4.7981 3.5670 -3.3045 -0.91 -0.49 1.21 -0.315
C 3.7840 0.3451 -2.5335 -0.19 -0.68 2.37 -0.120
C 2.8926 -0.4892 -1.7491 0.21 0.22 1.44 -0.416
C 3.0362 -0.7231 -0.2929 2.34 1.66 -1.12 -0.161
N 2.1154 -1.5702 0.4426 -0.73 1.77 -0.94 0.086
C 0.7297 -1.1976 0.1868 -2.60 0.33 0.20 -0.149
C -0.2248 -0.9835 1.2879 -1.02 0.26 -2.72 -0.195
O 0.1350 -1.1279 2.6259 0.32 0.47 -0.64 -0.101
C 0.6374 0.0961 3.1983 0.24 0.99 0.97 -0.225
C 0.0816 0.3767 4.6549 -0.14 0.35 -0.16 -0.070
C -1.6197 -0.6130 0.9701 1.03 -0.24 -0.85 0.059
C -2.1015 -0.4448 -0.3872 1.46 -0.86 -0.26 -0.175
C -3.5620 -0.0087 -0.7718 0.63 1.38 0.61 -0.118
C -4.3882 0.4861 0.4639 -0.73 -0.76 0.24 -0.223
C -5.1639 -0.5494 1.1743 0.12 2.88 0.58 -0.026
C -5.9712 -0.1208 2.3124 1.51 0.85 -1.80 -0.074
C -5.9623 1.2927 2.6670 0.26 -0.24 -0.41 -0.103
C -5.1978 2.3227 1.9671 -0.07 -2.53 -0.64 -0.076
C -4.3856 1.8930 0.8284 -1.22 -1.18 1.21 -0.041
C -1.1704 -0.6864 -1.4931 1.02 -0.20 2.13 -0.050
C 0.1994 -1.0478 -1.1863 0.14 0.21 1.34 -0.409
S 1.4441 -1.3233 -2.5026 0.06 0.60 0.86 0.933
H 8.5175 -1.4510 2.3564 -0.55 0.83 -0.05 0.072
H 8.2136 0.1119 3.2399 -0.15 -0.64 -0.74 0.067
H 7.5933 -0.0859 1.5387 0.21 -0.49 0.94 0.059
H 5.9486 -0.5043 3.8217 0.68 -0.91 -0.41 0.101
H 6.6508 -2.2235 3.5570 -0.33 0.94 -0.12 0.096
H 6.0310 -1.4351 0.9620 -0.89 -0.07 0.75 0.113
H 4.8427 -2.3511 2.0289 0.45 0.97 -0.40 0.118
H 3.6307 -0.3650 2.3234 0.49 0.06 -0.21 0.075
H 5.9304 1.3288 0.0848 -0.85 -0.59 -0.20 0.083
H 8.0368 2.2270 -1.4818 -0.73 0.65 -0.11 0.034
H 7.4902 3.8749 -2.1366 -0.03 -0.91 0.46 0.030
H 6.5927 3.1461 -0.7321 0.87 -0.17 -0.80 0.034
H 5.3387 4.5218 -3.5122 -0.44 -0.85 0.08 0.025
H 4.0621 3.2977 -4.1141 1.06 0.25 0.59 0.034
H 4.1670 3.6681 -2.3702 0.66 0.36 -0.95 0.045
H 3.5602 0.4357 -3.6259 0.44 0.10 1.16 0.101
H 2.2824 -1.4828 1.4493 -0.06 -0.28 -0.49 0.100
H 0.3594 0.9437 2.5212 0.24 -0.71 0.57 0.129
H 1.7662 0.0894 3.3015 -1.08 -0.21 -0.43 0.105
H 0.8210 0.1546 5.4640 -0.52 0.02 -0.81 0.070
H -0.8548 -0.1879 4.8886 0.76 0.40 -0.44 0.080
H -0.1570 1.4760 4.7308 0.21 -1.10 -0.04 0.078
H -2.3200 -0.4528 1.8313 0.80 -0.17 -0.93 0.124
H -3.4298 0.8958 -1.4394 -0.16 -0.97 0.53 0.118
H -4.1022 -0.7725 -1.3865 0.50 0.39 0.80 0.113
H -5.1093 -1.6004 0.7926 -0.17 1.09 0.55 0.103
H -6.5784 -0.8993 2.8310 0.50 1.05 -0.25 0.097
H -6.6061 1.5939 3.5353 0.74 -0.22 -0.96 0.094
H -5.2811 3.3873 2.2996 0.20 -1.17 -0.44 0.098
H -3.7840 2.6237 0.2282 -0.66 -0.83 0.66 0.111
H -1.4832 -0.5902 -2.5600 0.30 -0.03 1.09 0.112
C -7.1880 -5.4462 3.7521 0.11 0.09 0.07 -0.079
C -7.1535 -5.6114 2.2421 0.01 -0.04 0.10 -0.279
O -6.3249 -4.6660 1.5851 -0.14 0.17 -0.16 -0.182
C -4.9499 -4.6727 1.9421 0.14 -0.04 0.04 -0.274
C -4.2565 -5.9959 1.6714 -0.11 -0.14 -0.03 -0.068
H -7.5242 -4.4405 4.0184 -0.03 -0.08 -0.03 0.080
H -7.8678 -6.1745 4.1989 0.00 0.04 -0.04 0.077
H -6.2038 -5.5897 4.2008 -0.03 -0.09 0.00 0.066
H -8.1614 -5.4640 1.8487 0.12 0.12 -0.12 0.119
H -6.8601 -6.6296 1.9656 0.04 -0.03 0.07 0.107
H -4.8298 -4.3725 2.9888 0.01 -0.07 0.04 0.108
H -4.4715 -3.8952 1.3419 -0.19 -0.03 -0.07 0.104
H -4.6904 -6.8119 2.2528 0.07 0.03 0.07 0.067
H -3.1978 -5.9280 1.9279 -0.04 0.03 -0.03 0.081
H -4.3447 -6.2629 0.6158 0.05 0.08 0.03 0.071
C -6.4310 -5.4686 -1.9968 0.14 -0.11 -0.06 -0.070
C -5.9574 -4.0509 -1.7289 -0.13 0.00 -0.01 -0.277
O -4.5434 -3.9267 -1.6538 0.11 0.12 0.23 -0.176
C -3.8134 -4.2973 -2.8128 0.00 0.00 -0.07 -0.277
C -4.1738 -3.4849 -4.0449 -0.12 0.06 0.00 -0.077
H -6.0594 -6.1469 -1.2241 -0.08 0.09 0.01 0.071
H -7.5221 -5.5095 -2.0063 0.05 0.02 0.04 0.080
H -6.0747 -5.8436 -2.9581 -0.08 0.03 -0.04 0.066
H -6.3471 -3.7278 -0.7620 0.21 -0.02 0.02 0.101
H -6.3604 -3.3548 -2.4728 0.00 -0.06 -0.10 0.108
H -3.9253 -5.3702 -3.0029 -0.06 0.01 -0.07 0.107
H -2.7588 -4.1349 -2.5779 -0.11 0.03 0.18 0.118
H -5.2190 -3.6157 -4.3301 0.04 -0.06 -0.05 0.066
H -3.5552 -3.7871 -4.8921 0.00 0.02 0.05 0.078
H -4.0163 -2.4195 -3.8589 0.04 -0.05 -0.01 0.073
C 5.7876 9.2291 -1.2879 -0.14 0.02 0.07 -0.080
C 5.9827 8.0532 -2.2300 -0.01 0.12 0.02 -0.282
O 4.9102 7.1246 -2.2114 0.06 -0.25 0.05 -0.177
C 3.6348 7.6268 -2.5790 -0.03 0.08 -0.06 -0.279
C 3.5867 8.1947 -3.9872 0.12 0.03 -0.07 -0.079
H 5.6464 8.8771 -0.2626 0.06 0.01 -0.07 0.083
H 6.6575 9.8883 -1.3171 -0.02 -0.06 0.00 0.077
H 4.9107 9.8223 -1.5519 0.06 0.05 -0.05 0.065
H 6.8737 7.5011 -1.9240 -0.14 -0.15 -0.02 0.117
H 6.1690 8.3971 -3.2530 -0.03 0.08 0.00 0.106
H 3.2936 8.3652 -1.8455 0.01 0.07 -0.05 0.106
H 2.9415 6.7851 -2.5134 0.19 -0.06 0.08 0.117
H 4.2580 9.0467 -4.1080 -0.08 0.04 0.03 0.065
H 2.5755 8.5287 -4.2266 0.03 -0.03 0.02 0.077
H 3.8863 7.4365 -4.7145 -0.05 0.01 0.04 0.080